(1)
The following is a DFT calculation (the ωB97M-V functional and the def2-TZVPD basis) of a 2-piece molecular cluster, C15H25BF7O10S overall in a non-equilibrium geometry.

Geometry (Å):
C  0.192  -3.167  -4.522
O  0.984  -2.988  -5.585
C  -1.612  1.830  0.518
H  -1.711  2.532  -1.485
H  2.016  4.169  3.494
H  3.946  0.741  1.531
C  0.062  -2.749  -2.236
O  -0.419  2.995  2.692
C  3.221  3.398  1.903
H  -0.289  -3.764  -2.060
H  -3.294  0.223  4.561
C  -0.494  -1.599  2.165
O  0.812  -2.677  -3.461
C  -2.849  0.763  3.733
F  0.673  -1.326  2.755
H  4.000  3.757  1.224
H  -1.359  3.186  2.620
O  2.189  2.839  1.133
H  2.159  5.253  2.090
H  0.738  -2.459  -1.446
H  1.301  -3.555  -7.492
H  -0.079  -1.460  -7.484
C  2.947  0.376  1.294
H  -0.778  -2.061  -2.272
F  -0.265  -0.972  -0.064
H  -0.742  1.088  -1.342
C  -0.894  -0.563  1.074
H  3.522  5.058  3.230
C  -1.642  1.569  -0.977
O  -2.811  0.810  -1.345
H  -0.011  -4.424  -6.703
H  -1.372  2.875  0.653
H  -2.666  0.548  -2.252
H  2.939  0.101  0.240
C  -0.360  -3.045  1.570
O  -1.293  2.274  5.098
O  -0.893  -3.688  -4.540
H  3.671  2.677  2.590
O  1.121  1.448  2.889
H  -3.374  1.704  3.621
O  0.621  1.174  0.624
C  -0.593  0.989  1.291
F  -1.501  -1.687  3.071
F  -1.349  -3.348  0.716
B  1.781  1.483  1.531
F  0.838  -3.246  0.996
C  2.686  4.559  2.736
H  -1.417  -2.354  -6.770
S  -1.174  1.096  4.264
H  -2.630  1.709  0.895
C  0.445  -3.442  -6.829
H  -0.863  -2.763  -8.399
H  -2.908  0.187  2.820
C  -0.187  1.591  2.712
O  -0.607  -0.031  4.962
H  2.802  -0.533  1.877
F  -2.241  -0.735  0.893
F  -0.449  -3.920  2.605
C  -0.539  -2.446  -7.407

## Properties
2S+1: 1
Total charge: -1
DFT total energy in eV: -66973.2769

Atom charges from the Mulliken analysis, given in e for atoms 1 to 4: 0.708, -0.385, -1.372, 0.471


(2)
The following is a DFT calculation (the ωB97M-V functional and the def2-TZVPD basis) of C11H10ClF3Pb as an isolated structure in a non-equilibrium geometry.

Geometry (Å):
H  -1.109  0.935  3.034
Pb  1.201  0.027  1.210
H  -0.630  -1.854  -3.704
H  1.201  1.862  4.115
H  -1.319  1.971  0.524
C  -2.876  -2.363  -1.261
F  1.388  0.860  -1.875
Cl  3.648  -0.037  2.343
C  -0.426  1.637  2.569
H  0.856  3.525  0.097
H  0.060  -3.828  -1.974
F  2.721  -0.778  -1.166
H  -1.917  -4.050  -0.123
C  -0.526  2.173  1.236
H  -3.030  -0.854  -2.924
C  -0.849  -3.199  -1.912
C  -1.881  -3.318  -0.954
C  -2.460  -1.654  -2.411
C  1.464  2.921  2.160
F  3.380  1.350  -1.018
C  0.820  2.093  3.132
H  2.387  3.455  2.305
C  0.641  2.965  0.991
C  2.289  0.541  -0.867
H  -3.826  -2.211  -0.712
C  -1.208  -2.170  -2.814

## Properties
2S+1: 1
Total charge: -2
DFT total energy in eV: -37491.1145

Atom charges from the Mulliken analysis, given in e for atoms 1 to 4: 0.482, 0.845, 0.316, 0.375


(3)
The following is a DFT calculation (the ωB97M-V functional and the def2-TZVPD basis) of one molecule with the formula C6H8OS in a non-equilibrium geometry.

Geometry (Å):
C  -2.109  0.370  0.436
C  0.748  -0.787  1.665
H  -0.029  -1.358  2.163
H  0.427  1.853  -1.084
O  -0.751  0.196  -1.587
H  -1.415  -1.251  -0.402
H  1.974  0.597  0.154
H  2.164  -0.828  -1.063
C  0.687  0.789  -1.463
H  -2.614  1.496  0.119
H  1.152  1.086  -2.405
H  1.809  -0.925  2.220
C  -0.972  -0.265  -0.274
C  1.478  -0.061  -0.487
S  -2.960  -0.514  1.525
C  0.410  -0.399  0.484

## Properties
2S+1: 1
Relative energy (zero: lowest compared OMol25 entry of this formula, charge and spin) in kcal/mol: 93.7
SMILES: C=C1CCO[C@@H]1C=S
DFT total energy in eV: -19230.2025

Atom charges from the Mulliken analysis, given in e for atoms 1 to 4: -0.357, -0.736, 0.285, 0.229


(4)
The following is a DFT calculation (the ωB97M-V functional and the def2-TZVPD basis) of C20H23Br13N4OS3 as an isolated structure in a non-equilibrium geometry.

Geometry (Å):
H  3.727  1.904  -3.398
Br  -0.450  -2.228  4.851
C  -5.413  -0.005  -2.533
C  -7.532  -0.619  1.723
H  2.822  2.186  -1.895
H  0.901  0.916  1.608
S  3.029  -0.523  0.805
Br  1.866  -0.027  4.933
H  3.362  -1.262  -6.644
S  -3.699  4.020  -1.514
N  -2.772  3.599  -0.220
H  -5.685  -6.400  0.886
C  -1.266  -0.903  1.367
H  7.243  -1.234  0.270
H  5.539  -1.662  0.272
Br  -3.943  -5.123  2.095
Br  -2.731  -2.437  -0.919
C  -2.741  -0.519  -0.681
C  -3.440  1.651  -1.402
Br  -7.975  -2.493  1.868
C  3.632  0.957  0.435
C  4.761  1.110  -1.693
H  -0.569  -1.488  0.728
C  -2.719  2.270  -0.297
H  1.420  2.172  2.851
H  0.060  3.816  1.949
C  6.010  0.528  0.351
H  -1.984  2.835  2.283
Br  -5.798  -4.265  -0.357
Br  -6.161  -0.105  2.983
Br  2.244  -2.674  3.183
C  -1.284  2.124  1.808
Br  -3.784  -6.725  -0.667
H  5.776  1.322  -2.085
C  0.027  2.878  1.369
H  6.324  -1.049  -1.229
N  -4.057  2.572  -2.155
N  -4.230  -0.342  -2.670
H  0.026  3.089  0.289
S  2.696  2.445  0.839
C  -1.993  1.435  0.644
C  1.232  1.948  1.789
H  -1.935  -1.661  1.818
C  -3.463  0.214  -1.578
H  -8.426  -0.067  1.985
H  4.436  0.096  -1.993
Br  2.743  1.133  -6.584
H  4.263  3.196  -2.306
C  6.253  -0.929  -0.136
N  4.854  1.235  -0.226
Br  -7.060  -0.114  -0.081
C  3.396  -0.528  -5.850
H  6.949  1.093  0.210
H  -0.646  -0.427  2.136
Br  5.236  -0.383  -5.286
C  3.834  2.182  -2.329
C  -1.998  0.070  0.451
Br  2.265  -1.176  -4.426
H  1.895  -2.403  5.616
C  1.451  -1.904  4.765
H  -0.999  1.371  2.559
C  -4.914  -5.725  0.538
O  -6.441  0.562  -2.551
H  5.835  0.471  1.444

## Properties
2S+1: 1
Relative energy (zero: lowest compared OMol25 entry of this formula, charge and spin) in kcal/mol: 0.0
DFT total energy in eV: -972176.3560

Atom charges from the Mulliken analysis, given in e for atoms 1 to 4: 0.137, -0.013, 0.581, -0.358


(5)
The following is a DFT calculation (the ωB97M-V functional and the def2-TZVPD basis) of an isolated ion of composition C5H6NO2 and charge +1 in a non-equilibrium geometry.

Geometry (Å):
H  -1.246  0.282  -1.596
H  -0.149  2.246  -1.309
O  2.298  2.019  0.073
C  0.191  1.428  -0.819
O  0.738  0.306  1.829
C  0.168  -1.226  -0.587
H  1.141  -1.530  -0.310
C  -0.465  0.106  -0.907
H  -1.731  -1.360  0.267
N  1.311  1.652  -0.317
C  -0.265  -0.330  1.659
H  -0.348  -2.039  -1.036
C  -0.869  -0.761  0.402
H  -0.774  -0.793  2.652

## Properties
2S+1: 1
Relative energy (zero: lowest compared OMol25 entry of this formula, charge and spin) in kcal/mol: 106.0
SMILES: O=C[C@@H]1C[C@@H]1C=[N+]=O
Total charge: +1
DFT total energy in eV: -10854.1495

Atom charges from the Mulliken analysis, given in e for atoms 1 to 4: 0.388, 0.542, -0.231, -0.224


(6)
The following is a DFT calculation (the ωB97M-V functional and the def2-TZVPD basis) of C4H7NO as an isolated structure in a non-equilibrium geometry.

Geometry (Å):
O  -1.583  1.977  0.399
C  -0.356  -1.365  -0.283
C  1.105  -0.818  -0.154
H  0.977  1.456  -0.738
H  1.769  -1.096  -0.986
H  -0.721  -1.954  0.568
C  -0.794  0.087  -0.283
C  0.554  0.638  -0.163
H  1.601  -1.064  0.783
H  -0.567  1.976  0.958
H  0.424  1.397  0.989
N  -1.864  0.683  0.117
H  -0.547  -1.918  -1.206

## Properties
2S+1: 1
Relative energy (zero: lowest compared OMol25 entry of this formula, charge and spin) in kcal/mol: 119.8
DFT total energy in eV: -7794.4485

Atom charges from the Mulliken analysis, given in e for atoms 1 to 4: -0.356, -0.446, -0.428, 0.420


(7)
The following is a DFT calculation (the ωB97M-V functional and the def2-TZVPD basis) of a 7-piece molecular cluster, C30H48BrCl12FN2O6S overall in a non-equilibrium geometry.

Geometry (Å):
Cl  2.186  4.378  -6.783
H  -10.432  -2.717  -0.820
H  -0.157  -3.375  6.133
C  -0.518  2.472  1.932
H  -0.258  -1.697  5.650
C  8.629  -2.978  -2.500
C  -0.003  -0.387  -1.869
H  -2.563  -3.282  3.407
H  0.208  3.367  -7.574
Cl  1.666  -1.159  -4.428
H  1.442  3.232  2.437
C  -4.788  0.729  4.819
C  -0.718  -0.046  1.878
H  0.121  5.129  -7.605
H  -4.930  1.700  5.281
H  4.103  2.128  -1.748
H  6.450  1.747  -4.530
O  -4.982  0.905  3.426
H  0.492  -1.151  0.473
Cl  6.940  3.331  -2.853
H  0.120  4.051  3.256
C  7.849  -4.205  -2.893
C  -3.354  0.235  5.209
C  -2.421  0.062  4.041
O  -1.877  -3.134  1.156
C  -0.311  4.280  -5.691
Cl  -8.673  -2.954  2.417
H  0.120  -1.450  -1.673
C  -2.272  2.519  4.252
H  7.455  3.071  -5.123
C  4.209  2.340  -0.688
Cl  6.792  -3.905  -4.297
C  -0.515  0.366  -0.642
H  -0.012  5.125  -5.076
C  -10.108  -3.202  0.099
Cl  2.670  1.861  0.085
C  -0.880  -2.537  1.813
H  5.427  4.597  -4.987
H  -5.522  0.066  5.274
H  -0.752  -0.270  -2.649
C  0.193  -0.128  0.663
H  -2.394  -2.314  6.131
H  -9.510  -1.333  0.943
O  0.217  -2.998  1.925
C  -5.398  -0.214  2.773
Cl  9.858  -2.542  -3.716
C  -6.577  -1.027  3.262
S  -1.677  -4.823  1.129
N  -1.897  1.193  3.529
H  1.093  0.467  0.793
C  5.389  1.593  -0.129
H  5.259  3.276  -6.146
O  -1.554  2.719  5.234
H  -0.002  2.291  1.000
C  5.362  3.517  -5.088
C  -1.237  -1.218  2.427
H  5.237  0.516  -0.144
H  -0.315  1.418  -0.818
O  -4.848  -0.535  1.761
H  0.664  2.424  3.771
Cl  3.871  2.968  -4.282
H  -7.326  -1.069  2.481
H  8.505  -5.036  -3.141
H  -10.980  -3.379  0.723
H  4.329  3.413  -0.564
H  -8.178  -2.243  0.224
C  0.421  4.270  -7.008
C  0.483  3.082  2.929
Cl  -9.428  -4.783  -0.359
H  6.272  1.822  -0.722
Cl  -0.021  2.789  -4.756
H  -3.493  -0.691  5.752
C  -2.674  -2.470  4.116
O  -3.201  3.163  3.784
H  3.312  -0.602  -6.002
H  -7.034  -0.596  4.149
H  -1.383  4.342  -5.867
F  -1.534  3.345  1.624
H  -2.931  0.928  5.932
C  -2.100  -1.181  3.522
H  -3.722  -2.251  4.308
C  -0.574  -2.708  5.379
H  7.974  -2.121  -2.361
H  7.205  -4.509  -2.070
H  9.157  -3.164  -1.566
H  -2.923  -5.114  0.713
Br  -2.459  0.143  -0.556
C  -9.097  -2.331  0.799
Cl  5.745  2.073  1.553
C  3.263  -0.533  -4.916
Cl  4.493  -1.062  -2.535
H  -6.223  -2.034  3.449
H  -0.154  -3.005  4.424
H  5.341  -0.987  -4.721
N  -2.035  -2.880  5.374
H  4.290  -2.381  -4.481
C  6.577  2.826  -4.527
H  0.900  0.077  -2.248
H  3.311  0.518  -4.636
C  4.392  -1.315  -4.301
C  -1.067  1.163  2.471

## Properties
2S+1: 1
Relative energy (zero: lowest compared OMol25 entry of this formula, charge and spin) in kcal/mol: 0.0
DFT total energy in eV: -281018.2047

Atom charges from the Mulliken analysis, given in e for atoms 1 to 4: -0.162, 0.333, 0.365, 0.872


(8)
The following is a DFT calculation (the ωB97M-V functional and the def2-TZVPD basis) of a 2-piece molecular cluster, C12H16N2O overall in a non-equilibrium geometry.

Geometry (Å):
C  -2.328  1.106  1.448
N  -1.682  0.039  2.099
H  1.201  2.820  0.473
C  1.448  -1.421  -2.109
H  0.633  0.570  -2.459
H  2.828  -0.951  1.601
C  0.213  -2.285  -1.900
H  3.187  1.356  0.693
C  1.034  -0.263  -3.041
H  -1.101  3.281  -0.802
C  1.942  -0.374  1.315
H  0.217  -0.631  -3.662
C  -1.686  3.229  0.126
C  -1.425  1.951  0.869
O  0.091  -3.448  -2.255
N  -0.930  -1.652  -1.462
C  -0.327  0.121  1.790
C  0.721  -0.771  1.841
H  -0.861  -0.711  -1.090
C  1.132  1.829  0.916
H  -1.758  -2.117  -1.134
H  -3.387  1.284  1.455
H  2.172  -2.003  -2.687
H  -2.748  3.137  -0.160
C  -0.151  1.344  1.113
H  -1.428  4.192  0.580
H  1.754  -1.099  -1.108
H  -1.942  -0.923  2.261
C  2.242  0.977  1.051
H  1.839  0.160  -3.629
H  0.462  -1.728  2.266

## Properties
2S+1: 1
Relative energy (zero: lowest compared OMol25 entry of this formula, charge and spin) in kcal/mol: 25.0
SMILES: Cc1c[nH]c2ccccc12.CCC(N)=O
DFT total energy in eV: -17731.0413

Atom charges from the Mulliken analysis, given in e for atoms 1 to 4: -0.797, -0.169, 0.341, 0.201